Formula: C30H29AsN5O6RuS4
Source: the OMol25 dataset
Level of theory: ωB97M-V with the def2-TZVPD basis set

```
76
Properties=species:S:1:pos:R:3:forces:R:3
Ru -1.111 -0.054 0.648 -0.9 -0.3 -0.1
C 1.731 -2.548 2.759 -0.1 0.0 -0.1
C 2.709 -1.678 3.264 0.0 0.2 0.0
C 2.543 -0.335 3.102 0.0 -0.2 0.0
C 1.406 0.181 2.425 -0.2 -0.2 -0.1
N 0.513 -0.694 1.860 0.1 0.6 0.0
C 0.679 -2.016 2.064 0.2 -0.4 0.0
N 1.262 1.501 2.435 0.0 0.4 0.2
C 0.382 2.199 1.754 0.5 -0.2 0.2
N -0.396 1.710 0.698 -0.2 -0.2 0.0
C -1.074 2.782 0.106 -0.1 0.1 -0.5
N -1.700 2.757 -1.052 -0.1 0.3 0.1
C -2.009 1.686 -1.774 0.0 -0.3 0.0
C -2.493 1.916 -3.092 0.0 -0.1 -0.1
C -2.874 0.875 -3.886 0.0 0.1 0.1
C -2.814 -0.432 -3.374 0.1 0.0 0.1
C -2.329 -0.612 -2.105 -0.1 -0.3 -0.3
N -1.894 0.396 -1.330 0.2 0.4 0.3
C -0.795 3.954 0.870 0.2 -0.4 0.4
C -1.284 5.258 0.781 0.0 0.2 -0.1
C -0.839 6.177 1.704 -0.1 0.0 -0.2
C 0.089 5.823 2.702 0.2 -0.2 0.1
C 0.576 4.541 2.806 0.1 0.1 0.1
C 0.124 3.594 1.885 -0.4 -0.1 -0.4
H 1.792 -3.616 2.914 -0.1 0.0 -0.1
H 3.575 -2.070 3.782 0.0 0.0 0.0
H 3.245 0.392 3.481 0.0 0.0 0.0
H -0.076 -2.668 1.656 0.0 0.0 0.0
H -2.537 2.945 -3.417 0.0 0.0 0.0
H -3.235 1.050 -4.891 0.0 0.0 0.0
H -3.138 -1.285 -3.953 0.0 0.0 0.0
H -2.289 -1.600 -1.667 0.1 0.0 0.0
H -2.003 5.524 0.018 0.0 0.0 0.0
H -1.213 7.192 1.673 0.0 0.0 0.0
H 0.419 6.574 3.409 0.0 0.0 0.0
H 1.276 4.261 3.582 0.0 0.0 0.0
C 3.603 -3.002 -0.953 -0.1 -0.2 -0.2
C 4.058 -1.674 -1.581 -0.2 0.3 0.2
S 3.272 -0.172 -0.886 0.0 0.0 -0.2
C 2.029 0.236 -2.159 0.1 -0.3 0.3
C 1.107 -0.921 -2.545 0.0 0.0 0.3
S 0.525 -1.769 -1.043 0.2 0.1 -0.3
C 0.005 -3.392 -1.677 0.2 0.2 0.2
C 1.086 -4.415 -1.339 0.2 0.2 -0.2
S 2.703 -4.090 -2.128 -0.1 -0.1 0.1
H 2.959 -2.829 -0.096 0.0 0.0 0.1
H 4.470 -3.573 -0.621 0.0 0.0 0.0
H 3.883 -1.663 -2.656 0.1 0.0 0.0
H 5.123 -1.528 -1.414 0.0 0.0 0.0
H 2.555 0.603 -3.039 -0.1 0.1 -0.1
H 1.459 1.057 -1.721 0.0 0.0 0.0
H 1.638 -1.658 -3.146 0.0 0.0 0.0
H 0.237 -0.560 -3.096 0.1 0.0 -0.1
H -0.154 -3.321 -2.752 -0.1 0.0 0.0
H -0.925 -3.656 -1.171 -0.1 0.0 -0.1
H 0.786 -5.397 -1.706 0.0 0.0 0.1
H 1.229 -4.483 -0.260 0.0 0.0 0.0
O -1.990 -0.447 3.053 -0.1 -0.1 -0.2
As -3.601 -0.012 2.446 -1.2 0.7 0.8
O -4.391 0.793 3.604 -0.3 -0.1 0.0
O -3.120 0.877 1.101 1.4 -0.5 -0.6
C -4.769 -1.432 1.759 0.3 0.1 0.1
C -6.106 -1.054 1.737 0.2 0.0 0.1
C -7.049 -1.895 1.164 0.0 -0.1 0.0
C -6.663 -3.107 0.608 -0.1 0.1 0.0
C -5.330 -3.490 0.625 0.2 -0.2 0.0
C -4.397 -2.651 1.206 0.1 0.3 0.0
S -2.683 -3.071 1.253 -0.4 -0.8 0.0
O -2.450 -4.240 0.443 -0.1 0.2 0.0
O -2.299 -3.175 2.640 0.1 0.2 -0.1
O -2.057 -1.874 0.569 0.4 0.2 0.0
H -1.998 -1.227 3.629 0.1 -0.1 -0.2
H -6.376 -0.105 2.182 -0.1 0.0 0.0
H -8.089 -1.598 1.153 0.0 0.0 0.0
H -7.403 -3.754 0.157 0.0 0.0 0.0
H -5.001 -4.429 0.198 0.0 0.0 0.0
```
Forces are in eV/Å.

The multiplicity is 6. Its expectation value of S² is 8.80. Its frontier orbital gap (alpha / beta) is 0.17903 / 0.19763 Eh.

Atom charges from the Mulliken analysis, given in e for atoms 1 to 8: atom 1 (Ru): 0.3349, atom 2 (C): -1.2401, atom 3 (C): -0.5027, atom 4 (C): -0.7382, atom 5 (C): -0.0735, atom 6 (N): 1.1839, atom 7 (C): -0.4590, atom 8 (N): -0.4226


Formula: C30H29Cl6LaNO5S2Se2
Source: the OMol25 dataset
Level of theory: ωB97M-V with the def2-TZVPD basis set

```
76
Properties=species:S:1:pos:R:3:forces:R:3
La -16.370 -7.504 -7.057 -0.3 0.5 0.7
O -18.087 -6.275 -0.480 -0.8 1.0 -0.3
C -18.885 -6.186 -1.689 2.1 -0.3 0.2
C -18.118 -6.736 -2.944 -1.5 -0.4 -0.5
C -18.006 -8.236 -2.811 1.0 -0.4 1.1
O -17.026 -8.566 -1.790 1.3 0.0 -0.6
C -19.048 -6.421 -4.153 0.8 1.2 0.0
Se -18.931 -7.504 -5.804 -1.2 -0.2 0.7
C -16.739 -6.091 -3.057 -0.6 -0.7 0.6
Se -15.398 -6.815 -4.287 0.0 0.1 -0.1
H -17.800 -7.180 -0.353 0.1 -0.4 -0.4
H -19.141 -5.144 -1.844 0.1 0.3 0.1
H -19.793 -6.725 -1.524 -0.8 -0.6 -0.2
H -17.726 -8.670 -3.760 0.1 -0.2 -0.2
H -18.920 -8.721 -2.459 -0.1 0.2 -0.2
H -16.118 -8.320 -2.155 -1.6 -0.4 0.4
H -18.815 -5.377 -4.426 0.0 -0.4 -0.3
H -20.081 -6.348 -3.833 -0.3 -0.6 0.0
H -16.309 -6.240 -2.083 0.4 0.2 0.4
H -16.903 -5.038 -3.138 0.2 0.9 -0.5
Cl -15.440 -8.759 -10.574 0.1 -0.5 0.7
C -15.099 -9.970 -9.292 0.0 0.2 -0.2
C -15.751 -9.858 -8.072 1.0 -1.1 0.1
C -15.334 -10.821 -7.128 0.2 -1.0 -0.6
Cl -15.951 -10.725 -5.522 -0.6 0.4 0.6
C -14.417 -11.884 -7.334 -0.3 1.5 -1.5
Cl -13.983 -13.030 -6.120 -0.1 0.3 -0.2
C -13.776 -11.862 -8.602 0.1 -0.2 1.4
Cl -12.388 -12.864 -8.789 0.1 -0.3 -0.3
C -14.108 -10.918 -9.562 0.0 -0.2 -0.7
Cl -13.312 -11.022 -11.123 -0.2 0.2 0.5
Cl -14.537 -2.606 -7.460 1.1 0.4 -0.3
C -16.033 -3.122 -6.767 -1.1 -0.3 -0.7
C -16.520 -4.491 -7.204 0.5 0.3 -0.7
O -17.717 -4.661 -6.970 0.4 -0.9 -0.4
O -15.675 -5.318 -7.748 -0.9 0.8 0.4
H -16.815 -2.396 -7.001 0.2 -0.1 0.0
H -15.993 -3.234 -5.718 0.5 0.3 1.3
O -17.966 -7.463 -8.881 -0.1 -0.5 0.0
S -19.317 -6.893 -9.213 -0.5 -0.2 0.7
C -19.188 -6.713 -10.985 -1.1 -0.2 -0.1
C -17.884 -6.094 -11.373 -0.2 0.4 -0.2
C -17.202 -5.187 -10.541 -0.8 -0.4 1.6
C -15.975 -4.710 -10.863 0.7 0.0 -2.4
C -15.492 -4.992 -12.161 1.0 0.5 0.8
C -16.153 -5.836 -12.996 -0.4 -0.5 -1.4
C -17.370 -6.410 -12.617 0.8 0.1 0.1
C -20.549 -8.315 -8.989 0.0 0.9 -1.7
C -20.158 -9.519 -9.796 0.3 0.3 0.0
C -20.958 -9.980 -10.834 0.6 -0.7 1.3
C -20.594 -11.151 -11.479 0.7 0.6 -0.8
C -19.330 -11.692 -11.334 0.1 -0.6 1.6
C -18.553 -11.270 -10.234 0.2 0.0 -1.0
C -18.951 -10.178 -9.517 -0.6 0.9 0.9
H -20.073 -6.110 -11.205 0.1 0.4 -0.3
H -19.372 -7.655 -11.499 0.3 -0.3 0.1
H -17.541 -4.928 -9.517 -0.2 -0.4 -0.9
H -15.380 -4.099 -10.228 0.1 0.4 0.7
H -14.538 -4.598 -12.510 -0.1 0.1 0.3
H -15.731 -6.035 -14.003 -0.3 0.0 0.8
H -17.816 -7.130 -13.289 -0.3 0.0 0.2
H -21.562 -7.913 -9.289 1.1 -0.3 0.5
H -20.452 -8.434 -7.925 -0.2 -0.1 0.6
H -21.919 -9.549 -10.948 -0.8 0.4 -0.4
H -21.245 -11.598 -12.186 -0.6 -0.2 -0.7
H -19.053 -12.569 -11.902 0.1 0.0 0.0
H -17.618 -11.710 -9.918 0.1 -0.3 -0.4
H -18.355 -9.784 -8.692 -0.1 -0.4 -0.2
S -11.651 -7.991 -8.330 -0.9 -0.4 0.1
C -11.894 -9.229 -7.128 1.2 0.0 -0.2
C -13.041 -9.046 -6.461 -0.2 1.3 -1.0
N -13.776 -7.970 -6.960 -0.6 -0.2 0.1
C -13.245 -7.356 -7.971 1.8 -1.3 0.8
H -11.152 -10.013 -6.948 -0.3 0.5 -0.2
H -13.436 -9.647 -5.670 -0.1 0.0 0.3
H -13.684 -6.564 -8.545 -0.2 0.4 0.0
```
Forces are in eV/Å.

As for the energy relative to the best compared isomer or geometry (same formula, charge and spin): 60.4 kJ/mol. The multiplicity is 1. Its frontier orbital gap is 0.24171 Eh. As for the total charge: -1.

Atom charges from the Mulliken analysis, given in e for atoms 1 to 8: atom 1 (La): 0.9478, atom 2 (O): -0.5978, atom 3 (C): -1.3222, atom 4 (C): 2.1520, atom 5 (C): -0.3844, atom 6 (O): -0.6810, atom 7 (C): -1.3686, atom 8 (Se): -0.6387


Formula: C30H29F4N3
Source: the OMol25 dataset
Level of theory: ωB97M-V with the def2-TZVPD basis set

```
66
Properties=species:S:1:pos:R:3:forces:R:3
F -2.520 23.155 13.376 0.3 0.6 -0.5
C -1.496 23.858 12.830 2.1 1.1 0.2
C -0.867 23.407 11.641 -0.6 0.7 2.1
C 0.261 24.089 11.208 -0.6 -4.3 1.2
C 0.895 25.077 11.913 -0.7 0.4 2.3
C 0.206 25.642 12.995 -0.6 -0.8 -0.4
C -0.975 25.017 13.474 -0.2 -1.1 -0.8
H -1.341 22.593 11.113 0.5 -0.2 -0.1
H 0.707 23.606 10.350 0.1 0.2 0.1
H 1.774 25.478 11.431 0.1 0.3 1.4
H 0.481 26.604 13.402 0.3 -0.2 0.3
H -1.482 25.412 14.342 -0.1 0.0 0.0
F -2.087 25.224 6.597 0.6 -0.3 -0.6
C -2.215 25.442 7.907 -3.7 -2.5 1.2
C -2.351 26.722 8.325 -1.2 1.4 0.3
C -2.735 26.988 9.639 0.6 -1.7 -0.1
C -2.894 25.877 10.487 -1.0 1.1 0.4
C -2.780 24.542 10.083 0.7 1.2 -0.8
C -2.353 24.308 8.791 -1.0 1.1 -1.1
H -2.135 27.528 7.639 -0.1 0.0 -0.2
H -2.860 28.018 9.938 0.0 -0.1 0.3
H -3.257 26.067 11.487 0.1 0.0 0.2
H -2.858 23.748 10.811 -0.6 0.2 -0.5
H -2.173 23.303 8.438 0.0 0.0 -0.3
F 6.667 19.978 4.931 -0.7 0.4 0.2
C 6.034 21.085 5.438 -0.5 0.4 -0.5
C 6.754 21.906 6.268 1.4 -1.1 -0.4
C 6.234 23.087 6.689 -0.9 1.2 0.3
C 4.988 23.489 6.257 0.8 -0.6 0.7
C 4.224 22.656 5.491 1.3 -4.7 0.9
C 4.721 21.440 5.071 1.5 -1.3 -0.3
H 7.771 21.647 6.523 0.1 -0.2 0.1
H 6.705 23.709 7.435 0.4 -0.3 -0.7
H 4.538 24.367 6.697 1.2 -1.0 -2.4
H 3.207 22.938 5.261 0.2 -3.4 1.1
H 4.183 20.762 4.425 -0.3 0.0 0.0
F 4.353 24.707 8.145 -3.4 -2.3 1.0
C 3.020 25.035 8.155 -1.7 0.5 -1.5
C 2.373 25.248 9.331 0.5 -1.6 1.0
C 1.032 25.499 9.413 -1.4 1.5 -3.6
C 0.287 25.481 8.215 2.4 -0.2 -1.0
C 0.962 25.304 6.961 0.3 1.3 2.0
C 2.352 25.258 6.945 -0.2 -0.1 1.0
H 2.884 24.946 10.233 -0.8 0.8 -0.7
H 0.589 25.645 10.387 -0.2 1.3 -2.5
H -0.784 25.613 8.171 3.0 0.2 0.8
H 0.426 25.455 6.036 -0.1 -0.2 -0.1
H 2.868 25.269 5.996 -0.3 0.8 1.5
C 1.584 24.823 3.083 0.5 -0.7 0.5
C 2.643 24.555 4.075 -1.1 0.5 -0.9
N 3.345 24.263 4.946 -2.1 6.8 -5.5
H 1.545 25.882 2.830 0.2 -0.2 -0.4
H 0.613 24.549 3.494 0.1 0.0 0.2
H 1.782 24.115 2.277 -0.2 0.5 -0.6
C 5.021 26.775 8.610 -0.1 2.8 1.2
C 3.925 27.619 9.122 -1.4 1.0 0.5
N 3.012 28.244 9.490 1.7 -0.9 -0.5
H 4.915 26.803 7.526 0.5 0.0 0.0
H 4.889 25.738 8.920 1.2 2.6 0.8
H 5.933 27.233 8.993 0.3 -0.2 -0.4
C 4.565 24.289 11.004 0.6 0.5 0.2
C 5.642 24.168 10.016 1.7 -1.7 1.0
N 6.506 24.045 9.259 -0.4 0.4 2.1
H 4.201 25.289 10.768 0.1 -0.1 0.7
H 4.815 24.295 12.065 0.8 -0.1 -0.2
H 3.779 23.540 10.915 0.2 0.0 -0.4
```
Forces are in eV/Å.

As for the energy relative to the best compared isomer or geometry (same formula, charge and spin): 1303.6 kJ/mol. The multiplicity is 1. Its frontier orbital gap is 0.30949 Eh.

Atom charges from the Mulliken analysis, given in e for atoms 1 to 8: atom 1 (F): -0.3618, atom 2 (C): 0.3467, atom 3 (C): -1.0984, atom 4 (C): -0.0060, atom 5 (C): 0.0796, atom 6 (C): -0.8145, atom 7 (C): -0.7777, atom 8 (H): 0.7731


| no. | E (hartree) |
| --- | --- |
| 1 | -5809.1766 |
| 2 | -9983.6983 |
| 3 | -1723.7595 |